[1]
{"formula": "C8H4FKNO5", "method": "ωB97M-V with the def2-TZVPD basis set", "species": ["O", "C", "F", "N", "C", "O", "C", "C", "C", "O", "C", "O", "C", "C", "O", "H", "H", "H", "H", "K"], "coordinates": [[4.216, -0.380, 1.008], [2.978, -0.231, 0.819], [2.196, -1.429, 0.826], [2.442, 1.136, 0.647], [1.538, 1.252, -0.526], [1.904, 1.889, -1.573], [0.055, 0.607, -0.469], [-0.140, -0.682, -1.043], [-1.623, -1.309, -0.922], [-2.128, -2.042, -1.822], [-2.401, -0.948, 0.460], [-3.236, -1.887, 1.157], [-2.211, 0.366, 1.032], [-1.218, 1.333, 0.199], [-1.414, 2.579, 0.088], [1.903, 1.447, 1.489], [0.748, -1.194, -1.544], [-2.741, -2.188, 1.958], [-2.693, 0.697, 2.013], [1.825, 0.983, -3.797]], "charge": 1, "lumo_ev": -4.879}

[2]
{"formula": "C2H10NS2", "method": "ωB97M-V with the def2-TZVPD basis set", "species": ["S", "S", "H", "H", "C", "N", "C", "H", "H", "H", "H", "H", "H", "H", "H"], "coordinates": [[1.248, -2.398, 0.923], [2.513, -0.808, 1.409], [1.391, -3.101, 2.056], [1.816, -0.353, 2.464], [-1.843, 0.868, -0.303], [-0.581, 0.078, -0.400], [0.523, 0.770, -1.129], [-2.532, 0.346, 0.348], [-1.602, 1.852, 0.077], [-2.273, 0.952, -1.295], [-0.771, -0.820, -0.842], [-0.248, -0.173, 0.538], [0.167, 1.073, -2.109], [1.357, 0.088, -1.200], [0.834, 1.626, -0.536]], "e_above_lowest_ev": 0.406, "charge": 1, "lumo_ev": -3.337}

[3]
{"formula": "C45H38AuBrNOP2", "method": "ωB97M-V with the def2-TZVPD basis set", "species": ["Au", "C", "C", "C", "C", "C", "C", "C", "C", "P", "C", "C", "C", "C", "C", "C", "C", "C", "C", "C", "C", "C", "C", "O", "C", "C", "C", "C", "C", "C", "P", "C", "C", "C", "C", "C", "C", "C", "C", "C", "C", "C", "C", "H", "H", "H", "H", "H", "H", "H", "H", "H", "H", "H", "H", "H", "H", "H", "H", "H", "H", "H", "H", "H", "H", "H", "H", "H", "H", "H", "H", "H", "H", "H", "H", "C", "C", "C", "C", "C", "Br", "N", "C", "H", "H", "H", "H", "H", "H"], "coordinates": [[0.614, -0.674, -0.716], [-3.184, 4.297, 1.950], [-2.201, 3.836, 0.858], [-1.911, 5.045, -0.070], [-2.831, 2.733, 0.008], [-4.157, 2.769, -0.473], [-4.665, 1.832, -1.362], [-3.867, 0.745, -1.769], [-2.522, 0.681, -1.326], [-1.546, -0.800, -1.695], [-1.762, -1.220, -3.435], [-0.870, -0.654, -4.351], [-0.999, -0.942, -5.707], [-2.042, -1.763, -6.167], [-2.927, -2.318, -5.258], [-2.827, -2.014, -3.885], [-2.294, -2.165, -0.759], [-1.939, -3.481, -1.085], [-2.436, -4.550, -0.325], [-3.323, -4.310, 0.717], [-3.695, -3.004, 1.035], [-3.192, -1.926, 0.311], [-2.032, 1.722, -0.478], [-0.654, 1.750, -0.235], [-0.156, 2.412, 0.887], [1.167, 2.059, 1.273], [1.765, 2.755, 2.336], [1.031, 3.768, 2.987], [-0.271, 4.054, 2.591], [-0.880, 3.414, 1.495], [2.112, 0.836, 0.305], [3.128, 1.772, -0.832], [4.309, 2.433, -0.437], [5.047, 3.168, -1.362], [4.606, 3.323, -2.668], [3.442, 2.672, -3.074], [2.710, 1.910, -2.170], [3.199, -0.021, 1.466], [2.693, -0.364, 2.735], [3.386, -1.229, 3.563], [4.652, -1.694, 3.215], [5.180, -1.312, 1.977], [4.467, -0.492, 1.109], [-4.168, 4.629, 1.512], [-2.756, 5.148, 2.542], [-3.384, 3.500, 2.698], [-2.825, 5.388, -0.609], [-1.157, 4.756, -0.831], [-1.553, 5.901, 0.525], [-4.788, 3.591, -0.151], [-5.692, 1.908, -1.688], [-4.285, -0.013, -2.440], [-0.093, -0.010, -3.944], [-0.290, -0.556, -6.426], [-2.130, -1.977, -7.219], [-3.712, -2.987, -5.586], [-3.563, -2.421, -3.174], [-1.284, -3.662, -1.936], [-2.172, -5.565, -0.601], [-3.748, -5.141, 1.274], [-4.390, -2.825, 1.854], [-3.528, -0.907, 0.521], [2.763, 2.515, 2.701], [1.439, 4.311, 3.839], [-0.808, 4.827, 3.125], [4.625, 2.391, 0.621], [5.969, 3.626, -1.029], [5.172, 3.950, -3.345], [3.119, 2.774, -4.098], [1.800, 1.393, -2.494], [1.746, 0.055, 3.081], [2.956, -1.545, 4.505], [5.220, -2.358, 3.841], [6.160, -1.675, 1.671], [4.885, -0.257, 0.141], [-0.013, -4.236, 3.875], [0.748, -3.909, 2.636], [1.890, -4.612, 2.266], [2.565, -4.286, 1.092], [2.098, -3.199, 0.335], [3.033, -2.691, -1.222], [1.021, -2.521, 0.715], [0.346, -2.864, 1.835], [0.626, -4.776, 4.603], [-0.897, -4.890, 3.678], [-0.395, -3.328, 4.388], [2.212, -5.432, 2.932], [3.446, -4.794, 0.755], [-0.535, -2.277, 2.047]], "e_above_lowest_ev": 0.000, "charge": 3, "s2": 2.02, "lumo_ev": [-7.835, -12.276], "multiplicity": 3}

[4]
{"formula": "C4H5N3O", "method": "ωB97M-V with the def2-TZVPD basis set", "species": ["C", "C", "C", "C", "H", "H", "H", "H", "H", "N", "N", "N", "O"], "coordinates": [[-0.916, 0.372, -0.035], [0.743, -0.545, -0.979], [1.800, -0.242, 0.539], [0.453, 0.250, 0.106], [-0.900, 1.547, 1.438], [-2.373, 0.688, 1.373], [-2.200, -0.374, -1.749], [2.841, 0.296, 0.506], [1.833, -0.654, 1.510], [-1.636, 1.277, 0.697], [-1.381, -0.405, -1.053], [-0.265, -1.117, -1.704], [1.999, -1.092, -0.649]], "e_above_lowest_ev": 5.765, "lumo_ev": 0.532}